1.
6
Properties=species:S:1:pos:R:3:forces:R:3:mulliken_charge:R:1 method="wB97M-V/def2-TZVPD" relative_energy_kj_mol=81.65 smiles=SC(Cl)(Cl)Br e_tot_ev=-106974.2965 e_homo_ev=-9.80 multiplicity=1
C 0.154762 -0.320109 0.048739 2.3 0.7 -1.0 0.1126
S -1.246334 0.232812 0.970499 0.7 -1.1 0.5 -0.0297
Cl -0.108235 -0.888670 -1.632613 -0.3 1.0 0.9 -0.0639
Cl 1.307345 -1.469863 0.714307 -0.9 0.4 0.6 -0.0628
Br 1.561148 1.605224 0.003489 -1.2 -1.5 -0.3 -0.1350
H -1.668688 0.840608 -0.104423 -0.6 0.6 -0.7 0.1789

---

2.
10
Properties=species:S:1:pos:R:3:forces:R:3:mulliken_charge:R:1 method="wB97M-V/def2-TZVPD" total_charge=-1 relative_energy_kj_mol=0.00 e_tot_ev=-8690.0199 e_homo_ev=-1.72 multiplicity=1
O 1.430632 -1.366832 0.507776 1.0 2.3 0.5 -0.4630
C 0.632123 -1.005505 -0.539895 -0.8 0.7 -0.9 0.3353
C -0.846068 -1.074145 -0.289019 -0.1 0.7 -1.2 -0.3196
C -0.572375 0.406057 -0.379108 1.4 -1.4 1.9 -0.3074
C -0.129573 1.489956 0.294511 -0.3 0.4 -1.3 -0.2352
H -1.155189 -1.414172 0.716119 0.2 0.0 -0.4 0.1560
H -1.449277 -1.490307 -1.108202 0.0 0.1 0.4 0.1775
H -0.815610 2.338354 0.464491 0.2 0.0 0.3 0.3424
Be 1.717301 0.280863 -0.115534 -2.4 -0.4 1.2 -0.2074
O 1.188034 1.835730 0.448859 0.7 -2.3 -0.6 -0.4786

---

3.
13
Properties=species:S:1:pos:R:3:forces:R:3:mulliken_charge:R:1 method="wB97M-V/def2-TZVPD" relative_energy_kj_mol=416.81 e_tot_ev=-17593.6094 e_homo_ev=-8.44 multiplicity=1
C -0.203559 -0.963108 2.783860 -4.2 2.7 -1.0 -0.5970
C 0.457309 0.455847 0.969923 -1.4 2.0 -0.5 -0.4406
C -0.142188 0.037552 -2.874786 4.4 -0.8 -0.3 -0.2815
H -1.486387 -0.971647 2.481110 3.9 -0.2 0.8 0.2245
H -0.181653 -0.335679 3.770490 0.6 -0.1 -2.2 0.2795
H 0.126208 -1.874600 3.081787 0.4 -3.0 0.8 0.2876
H -0.112930 1.064565 1.707585 0.5 0.7 -1.1 0.3407
H 1.423182 0.877550 0.641737 -0.4 -0.1 0.4 0.3053
H 0.438076 -0.218837 -3.827283 -0.9 0.7 1.3 0.2338
H -1.229181 -0.156255 -2.904269 0.5 0.4 0.3 0.2593
N 0.626902 0.296922 -1.797664 -3.3 -1.1 -4.1 -0.2906
O 0.607933 -0.714873 1.622201 0.1 -1.7 1.4 -0.3346
S -0.556153 0.504605 -0.663694 -0.1 0.4 4.3 0.0136

---

4.
134
Properties=species:S:1:pos:R:3:forces:R:3:mulliken_charge:R:1 method="wB97M-V/def2-TZVPD" smiles="CCN[C@@H]1[C@@]([PH2]=S)(B(O)OC)[C@@H](CCN)[C@@](Cl)(N=C=O)OS1(=O)=O.CCOC(=O)OC.CCOC(=O)OC.CCOC(=O)OC.CCOC(=O)OC.CCOC(=O)OC.CCOC(=O)OC" e_tot_ev=-134122.4608 e_homo_ev=-8.88 multiplicity=1
C 2.094294 3.561037 -5.649958 0.1 0.1 -1.3 -0.6770
C 2.493125 5.147931 -5.751572 0.0 0.8 -0.7 -0.4963
N 3.082491 5.736461 -4.476837 0.8 -1.6 -0.2 -0.1725
C 4.475762 5.229918 -4.195282 -1.3 -1.3 0.8 -0.4191
C 4.969238 5.320918 -2.641858 -0.6 0.2 -1.6 -0.0359
P 4.338442 7.057802 -2.009339 -0.9 -0.2 1.4 0.0727
S 4.677431 7.335666 -0.102195 0.1 0.0 -0.5 -0.3358
B 4.133768 4.310319 -1.593833 -1.0 -2.2 1.3 0.7260
O 4.568578 4.018970 -0.205760 0.7 -0.3 -3.7 -0.4702
O 2.889755 3.592902 -2.042485 3.7 1.0 1.7 -0.2278
C 2.634317 2.413389 -1.201358 -2.0 -1.4 0.3 -0.5713
C 6.580298 5.144440 -2.625461 1.1 0.4 1.5 -0.1995
C 7.242682 3.883485 -3.394980 0.6 -1.0 -0.7 -0.7607
C 6.508814 2.433262 -3.316696 0.9 -0.6 0.5 -0.0228
N 7.197310 1.529549 -4.360674 -1.5 -0.8 1.1 -0.6983
C 7.396325 6.493804 -3.168682 1.4 -0.1 0.1 0.4415
Cl 7.792932 7.690517 -1.754676 -1.2 -0.7 -1.2 -0.1080
N 8.800967 6.149290 -3.710762 3.5 0.2 6.5 -0.4135
C 9.704158 6.116472 -2.648179 1.0 -5.1 1.6 0.5463
O 10.534775 5.606385 -1.701258 -6.5 4.8 -8.0 -0.4723
O 6.743415 7.239481 -4.228999 -0.6 -2.0 1.1 -0.4264
S 5.645378 6.383211 -5.172192 -1.5 2.2 -9.8 1.2213
O 6.340944 5.619469 -6.366672 -1.6 1.8 5.6 -0.6421
O 4.738792 7.459338 -5.890592 3.4 -3.3 4.0 -0.6285
H 2.047920 3.133740 -4.553058 0.0 1.1 -2.2 0.0364
H 2.894616 2.963678 -6.286216 -1.7 1.0 1.5 0.2772
H 1.057187 3.433518 -6.220520 2.2 0.1 1.4 0.2997
H 1.545651 5.813383 -6.009345 2.0 -1.5 0.6 0.4435
H 3.280459 5.383423 -6.615085 -1.8 -0.7 1.8 0.2521
H 2.400808 5.534592 -3.715450 1.2 0.0 -0.4 0.2620
H 4.645927 4.158140 -4.692543 0.1 2.4 1.0 0.2177
H 2.876539 6.963083 -2.132247 1.4 0.0 -0.5 0.1350
H 4.730784 8.147934 -2.857955 -0.2 -0.9 0.0 0.2108
H 5.521270 3.709829 -0.169151 -1.5 0.9 0.0 0.3340
H 2.062256 2.756385 -0.226915 1.5 -0.8 -1.8 0.2222
H 3.569115 1.740020 -0.993876 -1.7 1.7 -0.3 0.2650
H 1.859319 1.721516 -1.789367 1.7 1.7 1.1 0.1274
H 6.902508 5.056332 -1.478336 -0.7 0.4 -2.5 0.5257
H 7.422244 4.085657 -4.558705 -0.5 -0.3 2.6 0.1751
H 8.320571 3.706496 -2.908940 -2.4 0.5 -1.2 0.1708
H 6.735945 1.911901 -2.269491 -1.1 1.5 -1.8 0.2551
H 5.369863 2.419412 -3.588730 2.1 0.3 0.8 -0.0509
H 6.428808 0.847654 -4.621217 1.5 0.9 0.2 0.2818
H 7.924887 0.930490 -3.897524 -0.9 0.9 -0.5 0.2746
C -3.477332 0.160093 1.255270 -0.2 0.1 -0.3 -1.0276
C -2.130715 0.832207 1.464253 -0.5 -0.3 0.6 -0.3590
O -1.513788 1.145941 0.209739 -0.1 1.2 -0.6 -0.2746
C -2.011209 2.233062 -0.434475 -0.6 0.1 0.3 0.6146
O -2.915198 2.951312 -0.039277 1.4 -1.0 -0.6 -0.5695
O -1.343958 2.366025 -1.608682 -0.3 -0.2 1.0 -0.1717
C -1.841638 3.417319 -2.433937 -0.1 0.4 -0.4 -0.7034
H -3.374578 -0.711996 0.601678 0.1 0.0 0.2 0.1819
H -3.904901 -0.156877 2.210075 0.1 0.0 -0.1 0.3993
H -4.188421 0.836465 0.769493 0.1 0.0 0.2 0.3214
H -1.458952 0.140362 1.984710 0.1 0.2 -0.4 0.3337
H -2.217793 1.728292 2.088418 0.0 0.0 -0.3 0.3659
H -1.872308 4.368108 -1.892455 -0.1 -0.3 0.0 0.3313
H -2.833293 3.154295 -2.812782 0.1 0.2 0.2 0.3357
H -1.164495 3.529185 -3.285662 0.0 -0.3 0.3 0.1445
C -7.992533 0.027105 5.650360 0.1 -0.2 0.2 -0.9934
C -8.210616 -0.425349 4.216305 -0.4 0.5 0.4 -0.1948
O -7.183854 -1.335530 3.803794 0.0 -1.2 0.1 -0.3045
C -7.299765 -2.604559 4.273269 0.1 0.2 0.1 0.6602
O -8.188805 -3.025070 4.995792 1.3 0.8 -1.2 -0.5948
O -6.238376 -3.317938 3.819167 -1.0 0.8 0.3 -0.2563
C -6.184892 -4.649875 4.326147 0.1 -0.6 0.1 -0.6291
H -6.985203 0.436907 5.775365 -0.2 0.1 -0.1 0.2908
H -8.725545 0.787231 5.932920 0.1 -0.1 -0.1 0.3732
H -8.081362 -0.810790 6.349751 -0.1 0.1 -0.2 0.1988
H -8.151625 0.443283 3.550878 0.2 -0.4 0.0 0.3156
H -9.201956 -0.870729 4.078414 0.2 -0.1 0.1 0.2769
H -7.122209 -5.184198 4.141544 0.1 0.2 0.1 0.2766
H -5.952612 -4.631481 5.394693 -0.2 0.0 -0.1 0.2965
H -5.380523 -5.178403 3.806413 -0.1 0.4 0.0 0.2136
C -0.470117 -1.497895 -1.189391 0.0 -0.2 0.2 -0.5055
C -1.193906 -2.108428 -2.377738 -0.1 0.7 0.4 -0.1913
O -0.560378 -3.323877 -2.795062 -0.3 -1.2 0.3 -0.3895
C -0.809583 -4.412251 -2.022006 0.1 0.4 0.3 0.8148
O -1.516818 -4.440868 -1.027894 0.9 -0.1 -1.3 -0.5449
O -0.112750 -5.458241 -2.533860 -0.6 0.9 0.3 -0.3493
C -0.207215 -6.646728 -1.751222 0.0 -0.5 0.2 -0.5546
H 0.593806 -1.368522 -1.412120 -0.1 0.1 -0.1 0.3291
H -0.901615 -0.527852 -0.929077 0.1 -0.3 -0.2 -0.1105
H -0.531682 -2.147078 -0.309688 -0.1 0.1 -0.1 0.3372
H -1.143350 -1.416145 -3.225663 0.1 -0.4 0.0 0.3931
H -2.254572 -2.278067 -2.162466 0.2 -0.2 0.0 0.1861
H -1.250933 -6.923382 -1.571613 0.2 0.2 0.1 0.2053
H 0.326847 -6.512590 -0.806305 -0.2 0.0 0.0 0.2736
H 0.271949 -7.457751 -2.307205 0.0 0.4 -0.1 0.2341
C -3.941001 -6.617756 -3.300923 -0.3 -0.2 -0.1 -1.1147
C -4.218857 -5.303192 -2.591340 0.6 -0.4 0.2 0.3292
O -5.384101 -4.666214 -3.129205 -1.2 -0.1 0.3 -0.3859
C -6.574291 -5.187270 -2.733953 0.2 -0.4 0.1 0.7334
O -6.729450 -6.127523 -1.971648 0.2 1.3 -1.0 -0.5574
O -7.562024 -4.495310 -3.356238 0.8 -0.4 0.5 -0.3413
C -8.867844 -5.010592 -3.104708 -0.5 -0.1 0.1 -0.6195
H -3.881389 -6.465437 -4.383293 0.1 0.1 0.1 0.3149
H -3.004053 -7.057692 -2.949466 -0.1 0.1 -0.1 0.2488
H -4.744843 -7.340931 -3.127828 0.2 0.1 0.1 0.3625
H -3.378334 -4.619618 -2.755779 -0.5 0.1 -0.1 -0.1464
H -4.316504 -5.439989 -1.508804 -0.1 0.0 -0.2 0.3358
H -9.064236 -5.090954 -2.030876 0.1 -0.1 -0.2 0.2885
H -8.984632 -5.981528 -3.594326 0.0 0.1 0.2 0.2869
H -9.595057 -4.316306 -3.535523 0.4 0.0 0.0 0.2265
C 12.161718 2.906769 -0.917368 0.2 -0.3 0.0 -1.1063
C 11.593326 3.525212 0.348826 0.3 0.5 -0.5 -0.0469
O 10.893409 2.547398 1.127816 0.4 -0.8 0.9 -0.3299
C 11.674191 1.692483 1.837587 0.4 0.1 -0.3 0.7187
O 12.894103 1.692313 1.870365 -1.7 0.0 0.1 -0.5520
O 10.860128 0.820432 2.484499 0.5 0.8 -0.5 -0.3270
C 11.561429 -0.201004 3.190752 0.2 -0.4 0.4 -0.6260
H 11.375486 2.395924 -1.482307 0.0 0.2 0.0 0.2497
H 12.618389 3.671380 -1.551215 -0.1 0.0 0.1 0.3349
H 12.923181 2.154720 -0.685632 -0.1 0.2 0.0 0.4066
H 10.864192 4.296978 0.077658 0.0 -0.4 0.3 0.2099
H 12.371658 4.012334 0.946358 -0.1 -0.3 0.0 0.3095
H 12.301011 0.224719 3.876260 -0.1 -0.1 -0.3 0.2911
H 12.037657 -0.883316 2.481004 0.1 0.2 0.1 0.2868
H 10.833692 -0.766955 3.779455 -0.1 0.3 -0.2 0.2242
C -9.805453 -4.891182 6.631552 0.0 -0.4 -0.1 -0.7500
C -9.708813 -4.050351 7.893477 0.4 0.1 -0.8 -0.1238
O -10.625655 -4.515602 8.891363 0.2 -0.9 1.0 -0.3458
C -10.252325 -5.640708 9.553961 0.3 0.0 -0.5 0.7244
O -9.221680 -6.269946 9.377635 -1.4 0.8 0.4 -0.5552
O -11.239281 -5.958335 10.429574 0.7 0.4 -0.6 -0.3297
C -11.017046 -7.185087 11.122131 0.0 -0.4 0.3 -0.6169
H -10.839351 -4.930905 6.274124 0.1 0.2 0.0 0.3002
H -9.169728 -4.480951 5.842565 -0.3 -0.2 0.4 0.1176
H -9.495972 -5.924960 6.817649 0.0 0.2 0.1 0.3289
H -9.989445 -3.016928 7.660944 -0.2 -0.2 0.3 0.2321
H -8.686692 -4.026410 8.286959 -0.2 -0.2 0.0 0.2924
H -10.040016 -7.192493 11.615589 -0.1 0.0 -0.3 0.2870
H -11.107529 -8.025211 10.427805 0.2 0.1 0.1 0.2858
H -11.789870 -7.285929 11.889625 0.0 0.3 -0.3 0.2243